CH3FO2Tl as an isolated structure in a non-equilibrium geometry. Source: the Open Molecules 2025 dataset; level of theory: ωB97M-V/def2-TZVPD.

The geometry in XYZ format:
```
8
Properties=species:S:1:pos:R:3:forces:R:3
O -2.06650 0.43853 0.09122 -1.195 -0.206 0.449
C -3.09765 -0.46914 0.10977 -0.090 -0.197 0.168
Tl 0.08622 0.30486 -0.40086 -2.007 2.131 -1.723
H -3.71661 -0.40910 1.03604 0.073 -0.037 -0.157
H -3.81380 -0.34283 -0.73635 0.138 0.003 0.136
H -2.75372 -1.53039 0.05362 -0.136 0.151 0.004
O 1.63830 -0.69995 0.74342 1.431 -0.877 0.514
F 2.28160 -0.42276 -0.57833 1.786 -0.968 0.608
```
Positions in Å, forces in eV/Å.

Calculated values
2S+1: 1
Gap between HOMO and LUMO in hartree: 0.258
Max |F| in hartree/bohr: 0.0661
Total charge: -1

=====

A single CH3FO3 molecule in a non-equilibrium geometry. Source: the Open Molecules 2025 dataset; level of theory: ωB97M-V/def2-TZVPD.

The geometry in XYZ format:
```
8
Properties=species:S:1:pos:R:3:forces:R:3
O 0.27015 -0.90728 -0.94317 -1.540 -0.693 -2.355
C -0.16961 -0.02655 -0.04003 -3.104 -0.429 0.812
O 0.03058 1.25408 -0.22102 1.274 1.530 -0.816
O 0.24878 -0.33664 1.18350 0.253 -1.698 2.084
F -1.71377 -0.02425 0.07360 1.344 -1.255 -0.621
H -0.37456 -1.09132 -1.71070 1.280 0.880 1.879
H -0.12133 1.58609 0.67589 0.057 0.639 -0.301
H -0.11972 -1.19868 1.50327 0.437 1.025 -0.683
```
Positions in Å, forces in eV/Å.

Calculated values
Structure (SMILES): OC(O)(O)F
2S+1: 1
Gap between HOMO and LUMO in hartree: 0.456
Max |F| in hartree/bohr: 0.0629